1.
21
Properties=species:S:1:pos:R:3 method="wB97M-V/def2-TZVPD" e_lumo_ev="4.05 / 3.90" homo_ev="1.51 / -3.92" s2=0.755 spin_multiplicity=2 e_above_lowest_kj_mol=155.3 gap_ev="2.545 / 7.823" fmax_ev_per_a=3.1 charge=-1
C -3.407 -0.859 -0.937
C -2.439 0.313 -0.629
C -0.989 0.261 -1.082
C -0.037 -0.365 -0.383
N 1.320 -0.540 -0.725
C 2.173 -0.712 0.503
C 3.186 1.241 1.873
C 2.197 0.550 1.329
H -4.266 -0.843 -0.283
H -2.882 -1.813 -0.842
H -3.708 -0.699 -1.980
H -2.480 0.500 0.443
H -2.774 1.220 -1.158
H -0.882 0.693 -2.089
H -0.188 -0.898 0.547
H 1.665 0.098 -1.423
H 1.806 -1.566 1.052
H 3.228 -0.804 0.117
H 4.206 0.929 2.040
H 3.045 2.246 2.254
H 1.225 1.047 1.372

=====

2.
21
Properties=species:S:1:pos:R:3 method="wB97M-V/def2-TZVPD" e_lumo_ev="3.75 / 3.64" homo_ev="1.32 / -3.83" s2=0.750 spin_multiplicity=2 e_above_lowest_kj_mol=105.7 gap_ev="2.426 / 7.472" fmax_ev_per_a=2.8 charge=-1
C 0.075 0.619 1.652
C -0.791 0.100 0.550
C -1.739 -0.860 0.807
N -2.221 -1.276 2.055
C -0.761 0.642 -0.855
C 0.512 0.048 -1.435
C 1.666 0.752 -1.414
C 2.990 0.108 -1.708
H 0.166 -0.211 2.385
H 1.143 0.667 1.398
H -0.192 1.548 2.231
H -2.258 -1.220 -0.077
H -1.572 -1.310 2.815
H -3.153 -1.619 2.187
H -0.819 1.741 -0.763
H -1.558 0.278 -1.479
H 0.583 -1.003 -1.717
H 1.486 1.810 -1.195
H 3.479 0.567 -2.573
H 3.658 0.114 -0.834
H 2.872 -0.977 -1.862

=====

3.
21
Properties=species:S:1:pos:R:3 method="wB97M-V/def2-TZVPD" e_lumo_ev=-1.38 homo_ev=-6.93 spin_multiplicity=1 e_above_lowest_kj_mol=712.6 gap_ev=5.551 fmax_ev_per_a=8.8
C -0.426 -1.376 -0.723
C 0.203 -0.888 0.568
C 0.591 0.581 0.563
C 1.846 0.934 0.810
N 2.911 0.276 0.170
C -0.586 1.543 0.250
C -1.861 1.183 0.286
C -2.587 0.002 0.654
H 0.348 -1.626 -1.506
H -1.061 -2.246 -0.546
H -1.013 -0.545 -1.095
H -0.437 -1.058 1.444
H 1.145 -1.482 0.761
H 1.805 0.218 -2.215
H 3.772 0.734 0.394
H 2.961 -0.722 0.333
H 1.283 0.617 -1.903
H -0.276 2.582 0.047
H -2.640 1.924 -0.047
H -3.606 -0.127 0.211
H -2.374 -0.525 1.545

=====

4.
21
Properties=species:S:1:pos:R:3 method="wB97M-V/def2-TZVPD" e_lumo_ev=1.09 homo_ev=-9.01 spin_multiplicity=1 e_above_lowest_kj_mol=253.5 gap_ev=10.096 fmax_ev_per_a=6.3 smiles="C=C/C=C/CCCN"
C 1.659 1.162 1.769
C 0.356 0.377 1.787
C -0.022 -0.634 0.731
C -2.654 -0.925 -3.124
C -1.515 -0.261 -2.797
C -0.717 -0.615 -1.595
C -0.800 -0.002 -0.417
N 2.818 0.307 1.630
H 1.670 2.088 1.074
H 1.571 1.679 2.771
H -0.415 1.148 1.874
H 0.343 -0.131 2.834
H 0.912 -1.169 0.420
H -0.665 -1.385 1.312
H -3.004 -1.772 -2.769
H -3.322 -0.577 -3.972
H -1.284 0.698 -3.331
H -0.036 -1.369 -1.778
H -1.582 0.826 -0.188
H 3.639 0.737 1.246
H 3.048 -0.179 2.522

=====

5.
21
Properties=species:S:1:pos:R:3 method="wB97M-V/def2-TZVPD" e_lumo_ev=1.05 homo_ev=-7.23 spin_multiplicity=1 e_above_lowest_kj_mol=134.6 gap_ev=8.281 fmax_ev_per_a=2.7 smiles="C/C=C/C(=C/N)CC"
C -0.748 -1.122 2.334
C -0.668 -1.399 0.805
N 2.091 -1.979 -0.030
C 1.442 -0.803 -0.293
C 0.178 -0.450 0.010
C -0.307 0.880 -0.312
C -0.305 1.577 -1.447
C -0.725 2.944 -1.864
H -0.572 -2.020 2.926
H -1.731 -0.706 2.562
H -0.009 -0.388 2.674
H -1.700 -1.413 0.449
H -0.418 -2.455 0.654
H 1.730 -2.648 0.624
H 3.011 -2.162 -0.393
H 1.969 -0.155 -0.986
H -1.012 1.295 0.424
H 0.149 1.030 -2.277
H -1.549 3.331 -1.268
H -0.934 3.007 -2.933
H 0.108 3.633 -1.659

=====

6.
21
Properties=species:S:1:pos:R:3 method="wB97M-V/def2-TZVPD" e_lumo_ev=0.98 homo_ev=-7.59 spin_multiplicity=1 e_above_lowest_kj_mol=252.2 gap_ev=8.561 fmax_ev_per_a=1.2
C -0.085 -1.960 0.145
C -1.305 -0.289 -1.292
C 1.669 1.119 -0.994
C -0.515 0.423 1.024
C -0.413 -0.499 -0.093
N -1.682 1.060 1.392
C 0.783 0.669 1.406
C 1.555 0.288 0.261
H -1.610 1.783 2.092
H -2.526 0.508 1.446
H 1.163 0.956 2.383
H 2.468 -0.292 0.439
H 0.435 -2.397 -0.713
H -1.011 -2.539 0.275
H 0.531 -2.101 1.032
H -2.215 -0.902 -1.242
H -1.608 0.753 -1.400
H -0.776 -0.597 -2.201
H 2.533 1.793 -0.919
H 1.830 0.497 -1.881
H 0.779 1.727 -1.160

=====

7.
21
Properties=species:S:1:pos:R:3 method="wB97M-V/def2-TZVPD" e_lumo_ev=1.13 homo_ev=-8.24 spin_multiplicity=1 e_above_lowest_kj_mol=290.1 gap_ev=9.364 fmax_ev_per_a=6.8 smiles="C/C=C/C=C/CCN"
C -2.532 1.132 -1.363
C -1.700 1.153 -0.124
C -0.648 0.065 -0.049
C 0.567 0.327 0.505
C 1.628 -0.733 0.453
C 2.803 -0.499 1.031
C 3.841 -1.510 1.123
N -3.633 0.179 -1.194
H -1.877 0.844 -2.206
H -2.884 2.139 -1.637
H -1.069 2.095 -0.113
H -2.380 0.990 0.857
H -0.911 -0.856 -0.561
H 0.967 1.264 0.445
H 1.267 -1.826 0.191
H 3.115 0.576 1.172
H 3.699 -2.336 0.584
H 4.014 -2.028 2.142
H 4.945 -0.954 0.889
H -3.928 -0.151 -2.126
H -3.279 -0.629 -0.730

=====

8.
21
Properties=species:S:1:pos:R:3 method="wB97M-V/def2-TZVPD" e_lumo_ev=0.92 homo_ev=-7.90 spin_multiplicity=1 e_above_lowest_kj_mol=225.2 gap_ev=8.820 fmax_ev_per_a=4.6 smiles="CC(C)=CN=C(C)C"
C 0.637 1.340 -0.017
C 1.385 0.227 -0.164
C -1.419 0.280 0.154
C 2.848 0.538 0.063
C 1.069 -1.092 -0.786
C -1.338 -0.701 1.240
C -2.842 0.350 -0.550
N -0.724 1.215 -0.250
H 0.925 2.282 0.379
H 3.278 -0.264 0.715
H 3.027 1.492 0.558
H 3.469 0.548 -0.888
H 1.122 -1.895 0.041
H 1.955 -1.345 -1.450
H 0.068 -1.035 -1.314
H -1.278 -1.747 0.702
H -2.353 -0.800 1.847
H -0.510 -0.517 1.972
H -2.600 0.871 -1.577
H -3.354 0.943 0.128
H -3.365 -0.690 -0.801

=====

9.
22
Properties=species:S:1:pos:R:3 method="wB97M-V/def2-TZVPD" e_lumo_ev=-4.65 homo_ev=-15.22 spin_multiplicity=1 e_above_lowest_kj_mol=221.3 gap_ev=10.570 fmax_ev_per_a=3.5 smiles="CC(C)C1=[NH+]C=N[C@@H]1C" charge=+1
C -1.059 0.882 -0.175
C -2.457 -0.554 0.693
C -0.369 -0.453 0.089
C -1.106 1.739 -1.450
C 1.828 0.245 -0.795
C 1.605 -1.027 1.482
C 1.070 -0.781 0.107
N -2.366 0.592 0.292
N -1.263 -1.292 0.529
H -0.570 1.388 0.600
H -3.258 -1.105 1.169
H -0.283 2.407 -1.604
H -2.036 2.262 -1.294
H -1.059 1.112 -2.336
H 2.798 0.039 -1.093
H 2.016 1.358 -0.626
H 1.250 0.324 -1.741
H 1.085 -0.517 2.272
H 2.641 -0.680 1.469
H 1.502 -2.045 1.849
H 1.047 -1.709 -0.452
H -1.017 -2.186 1.015

=====

10.
22
Properties=species:S:1:pos:R:3 method="wB97M-V/def2-TZVPD" e_lumo_ev=-3.73 homo_ev=-12.92 spin_multiplicity=1 e_above_lowest_kj_mol=450.0 gap_ev=9.181 fmax_ev_per_a=5.3 smiles="C[C@@H]1CNCC1=[N+]1CC1" charge=+1
C -2.402 1.392 0.392
C -2.666 -0.009 -0.114
C 2.162 -0.214 0.154
C 0.971 1.893 -0.024
C 0.837 -0.690 -0.480
C -0.130 0.351 -0.130
C 0.412 -2.049 0.007
N -1.347 0.524 -0.036
N 2.193 1.284 -0.262
H -2.523 2.328 -0.111
H -2.632 1.487 1.513
H -2.847 -0.746 0.710
H -3.203 -0.119 -1.107
H 2.320 -0.159 1.216
H 3.081 -0.762 -0.271
H 0.617 2.690 -0.686
H 0.840 1.846 1.030
H 0.844 -0.653 -1.553
H 1.218 -2.711 0.081
H -0.196 -2.504 -0.759
H -0.034 -2.114 1.056
H 2.294 1.253 -1.240